Density functional theory data (ωB97M-V/def2-TZVPD) for C30H28FeN5O4PS3 as an isolated structure.

Properties
⟨S²⟩	8.76
spin multiplicity	6
Kohn-Sham gap (alpha / beta)	8.87 / 6.10	eV
charge	+1
highest occupied orbital energy (alpha / beta)	-10.80 / -10.80	eV
energy above the lowest of the compared OMol25 structures with the same formula, charge and spin	0.0	kcal/mol
largest force on an atom	0.6	eV/Å

Positions of all 72 atoms, in Å:
Fe  -1.171  -0.244  -0.358
O  -1.694  -2.003  0.390
C  -0.712  -2.563  -0.218
O  -0.124  -1.841  -1.090
C  -0.199  -3.887  0.156
P  0.792  -3.870  1.787
C  1.230  -2.102  1.987
C  2.011  -1.480  1.008
C  2.488  -0.190  1.193
C  2.218  0.491  2.371
C  1.461  -0.121  3.357
C  0.966  -1.403  3.167
C  -0.530  -4.129  3.018
C  -0.375  -5.260  3.817
C  -1.326  -5.590  4.774
C  -2.441  -4.785  4.942
C  -2.604  -3.652  4.153
C  -1.657  -3.324  3.198
H  0.444  -4.255  -0.640
H  -1.007  -4.592  0.348
H  2.268  -2.010  0.099
H  3.093  0.272  0.426
H  2.607  1.490  2.523
H  1.260  0.395  4.288
H  0.388  -1.869  3.953
H  0.500  -5.887  3.690
H  -1.192  -6.471  5.387
H  -3.184  -5.037  5.687
H  -3.476  -3.024  4.283
H  -1.799  -2.446  2.584
N  6.177  -0.677  -1.537
C  4.949  -0.167  -1.849
C  3.902  -1.020  -2.240
C  2.653  -0.513  -2.520
C  2.423  0.857  -2.414
C  3.449  1.717  -2.032
C  4.700  1.209  -1.750
S  0.842  1.498  -2.750
O  0.270  0.756  -3.844
O  0.944  2.931  -2.845
N  -0.131  1.180  -1.465
C  -0.088  1.960  -0.354
S  0.519  3.532  -0.049
C  -0.038  3.402  1.591
C  -0.648  2.225  1.811
N  -0.663  1.398  0.708
H  6.399  -1.615  -1.821
H  6.959  -0.049  -1.472
H  4.088  -2.083  -2.330
H  1.853  -1.175  -2.823
H  3.266  2.782  -1.979
H  5.501  1.878  -1.461
H  0.114  4.208  2.289
H  -1.087  1.892  2.737
N  -2.240  -0.289  -3.434
C  -2.692  0.736  -2.714
S  -3.315  0.439  -1.121
N  -2.618  1.954  -3.219
C  -3.003  3.163  -2.544
C  -2.034  4.121  -2.290
C  -2.406  5.298  -1.656
C  -3.726  5.503  -1.281
C  -4.686  4.537  -1.550
C  -4.329  3.363  -2.194
H  -2.360  -1.221  -3.079
H  -1.554  -0.133  -4.162
H  -2.155  2.056  -4.114
H  -1.006  3.943  -2.578
H  -1.660  6.055  -1.457
H  -4.010  6.423  -0.787
H  -5.718  4.702  -1.270
H  -5.072  2.612  -2.429

Results of the Löwdin charge analysis, in e, for atoms 1 through 5: number 1, Fe, carries 0.926; number 2, O, carries -0.101; number 3, C, carries -0.656; number 4, O, carries -0.070; number 5, C, carries -0.213